Entry 1:
The following is a DFT calculation (ωB97M-V/def2-TZVPD) of a 2-piece molecular cluster, C6H16 overall in a non-equilibrium geometry.

Geometry (Å):
1 C -1.588 -0.956 0.098
2 C -1.300 1.073 -1.533
3 C 2.058 -1.410 0.730
4 C 2.468 -0.243 -0.260
5 C -0.963 0.440 -0.208
6 C -1.234 1.489 0.949
7 H 2.304 -0.499 -1.311
8 H -2.179 -0.912 0.951
9 H 3.441 -0.006 -0.063
10 H -1.163 0.378 -2.364
11 H -1.931 -1.712 -0.575
12 H -0.633 -1.732 0.417
13 H -2.393 1.241 -1.533
14 H -0.705 2.008 -1.767
15 H 2.226 -1.105 1.831
16 H -1.147 0.895 1.770
17 H -0.624 2.333 0.966
18 H 0.910 -1.725 0.651
19 H 0.092 0.267 -0.136
20 H 2.677 -2.241 0.502
21 H -2.288 1.736 0.846
22 H 1.971 0.684 0.039

Properties
- Kohn-Sham gap (spin up / spin down): 2.710 / 10.955 eV
- ΔE to the lowest compared entry with this formula, charge and spin: 155.59 kJ/mol
- ⟨S²⟩: 0.750
- Net charge: -1
- Spin multiplicity: 2
- Energy: -6478.336 eV
- HOMO level (spin up / spin down): 0.04883 / -0.25018 Eh
- E_LUMO (spin up / spin down): 4.04 / 4.15 eV
- Maximum force: 0.08953 Eh/bohr

Calculated atomic charges, method natural (NBO), unit e:
1. C -0.874
2. C -0.749
3. C -0.705
4. C -0.686
5. C -0.326
6. C -0.744
7. H 0.200
8. H 0.197
9. H 0.190
10. H 0.195
11. H 0.220
12. H 0.150
13. H 0.194
14. H 0.192
15. H 0.188
16. H 0.195
17. H 0.196
18. H 0.197
19. H 0.202
20. H 0.188
21. H 0.187
22. H 0.194

---

Entry 2:
The following is a DFT calculation (ωB97M-V/def2-TZVPD) of an isolated molecule of C19H24N4O4.

Geometry (Å):
1 O -3.862 2.552 -0.882
2 O 0.355 4.058 -1.190
3 O 2.491 -3.172 -2.149
4 O -0.762 0.331 1.530
5 N -1.712 3.251 -0.983
6 N -2.281 1.451 0.331
7 N 2.795 -0.812 -0.534
8 N 1.710 0.961 1.399
9 C 2.527 2.521 -0.248
10 C -4.816 0.008 2.609
11 C 2.982 0.331 1.615
12 C 3.842 -1.294 -1.421
13 C -5.206 -1.111 1.895
14 C 1.459 -2.768 -1.275
15 C -2.712 2.428 -0.540
16 C -0.975 1.256 0.739
17 C 3.757 -2.809 -1.643
18 C -3.281 0.564 0.860
19 C -4.629 -1.389 0.668
20 C 1.404 1.848 0.466
21 C -0.352 3.198 -0.696
22 C -3.656 -0.559 0.128
23 C -3.849 0.850 2.088
24 C -3.032 -0.845 -1.203
25 C 3.022 -1.029 0.885
26 C 1.499 -1.254 -1.027
27 C 0.048 2.115 0.181
28 H 2.256 -1.678 1.321
29 H 0.523 -3.058 -1.754
30 H 0.891 0.476 1.796
31 H 3.108 0.168 2.689
32 H 3.945 -3.339 -0.695
33 H 4.817 -1.021 -1.015
34 H -3.532 1.729 2.629
35 H 3.997 -1.488 1.063
36 H 1.317 -0.733 -1.973
37 H -4.939 -2.265 0.116
38 H 4.486 -3.137 -2.385
39 H 3.709 -0.791 -2.384
40 H -3.300 -0.064 -1.914
41 H 1.552 -3.307 -0.318
42 H -1.945 -0.869 -1.121
43 H -5.962 -1.771 2.294
44 H 0.722 -0.972 -0.317
45 H -1.994 4.004 -1.600
46 H -5.264 0.229 3.566
47 H 3.791 0.964 1.253
48 H 3.080 1.773 -0.814
49 H 3.199 2.986 0.471
50 H 2.154 3.285 -0.920
51 H -3.374 -1.801 -1.591

Properties
- Kohn-Sham gap: 9.038 eV
- ΔE to the lowest compared entry with this formula, charge and spin: 122.50 kJ/mol
- Energy: -34244.664 eV
- HOMO level: -0.31315 Eh
- E_LUMO: 0.52 eV
- Maximum force: 0.01257 Eh/bohr

Calculated atomic charges, method natural (NBO), unit e:
1. O -0.601
2. O -0.629
3. O -0.525
4. O -0.663
5. N -0.644
6. N -0.514
7. N -0.473
8. N -0.543
9. C -0.713
10. C -0.214
11. C -0.222
12. C -0.240
13. C -0.199
14. C -0.089
15. C 0.804
16. C 0.687
17. C -0.089
18. C 0.240
19. C -0.200
20. C 0.446
21. C 0.688
22. C -0.024
23. C -0.212
24. C -0.636
25. C -0.226
26. C -0.253
27. C -0.453
28. H 0.192
29. H 0.199
30. H 0.447
31. H 0.206
32. H 0.156
33. H 0.200
34. H 0.218
35. H 0.201
36. H 0.203
37. H 0.208
38. H 0.197
39. H 0.202
40. H 0.231
41. H 0.157
42. H 0.214
43. H 0.213
44. H 0.215
45. H 0.431
46. H 0.215
47. H 0.208
48. H 0.249
49. H 0.228
50. H 0.287
51. H 0.219

---

Entry 3:
The following is a DFT calculation (ωB97M-V/def2-TZVPD) of C10H20AuCl2N2S as an isolated structure in a non-equilibrium geometry.

Geometry (Å):
1 Au 0.737 -0.510 -0.089
2 Cl -0.741 -1.783 1.525
3 Cl 1.590 -0.065 -2.248
4 S -1.535 0.685 -0.129
5 N -3.931 0.583 -1.115
6 N -3.345 2.390 0.366
7 C 3.643 -2.108 -0.614
8 C 1.404 -3.172 -1.140
9 C 4.348 -1.384 0.557
10 C -4.995 1.188 -1.869
11 C 2.219 -2.488 -0.284
12 C -3.087 1.251 -0.309
13 C 2.796 0.246 1.838
14 C -4.632 2.758 0.884
15 C 3.908 0.078 0.722
16 C 1.627 0.878 1.273
17 H -5.052 2.238 -1.601
18 H 4.217 -3.010 -0.893
19 H 1.760 -3.446 -2.132
20 H 4.753 0.666 1.109
21 H 3.603 0.496 -0.259
22 H 2.451 -0.735 2.239
23 H -4.823 3.746 0.475
24 H 3.632 -1.444 -1.499
25 H 1.884 -2.235 0.743
26 H -2.512 2.757 0.840
27 H 5.429 -1.392 0.362
28 H 4.185 -1.954 1.486
29 H -5.356 2.031 0.536
30 H -5.888 0.646 -1.571
31 H 1.205 1.901 1.461
32 H 0.385 -3.381 -0.825
33 H -4.825 1.070 -2.939
34 H 3.085 0.987 2.585
35 H -4.616 2.802 1.972
36 H -3.523 -0.289 -1.457

Properties
- Kohn-Sham gap (spin up / spin down): 5.927 / 6.821 eV
- ⟨S²⟩: 2.013
- Net charge: -1
- Spin multiplicity: 3
- Energy: -53244.924 eV
- HOMO level (spin up / spin down): -0.11932 / -0.15226 Eh
- E_LUMO (spin up / spin down): 2.68 / 2.68 eV
- Maximum force: 0.05231 Eh/bohr

Calculated atomic charges, method natural (NBO), unit e:
1. Au 0.925
2. Cl -0.764
3. Cl -0.728
4. S -0.261
5. N -0.621
6. N -0.624
7. C -0.473
8. C -0.424
9. C -0.390
10. C -0.412
11. C -0.242
12. C 0.268
13. C -0.551
14. C -0.413
15. C -0.414
16. C -0.366
17. H 0.204
18. H 0.199
19. H 0.189
20. H 0.189
21. H 0.240
22. H 0.218
23. H 0.185
24. H 0.246
25. H 0.222
26. H 0.421
27. H 0.190
28. H 0.190
29. H 0.203
30. H 0.188
31. H 0.164
32. H 0.221
33. H 0.199
34. H 0.199
35. H 0.197
36. H 0.423

---

Entry 4:
The following is a DFT calculation (ωB97M-V/def2-TZVPD) of C10H12B2BeF14N5O4S2 as an isolated structure in a non-equilibrium geometry.

Geometry (Å):
1 S -2.269 1.647 -1.719
2 S -2.075 -0.752 -2.869
3 F -3.635 1.353 0.630
4 F -4.660 2.441 -0.945
5 F 1.166 1.211 -2.628
6 F -1.994 -3.493 -3.438
7 F 1.617 2.553 -0.154
8 F 2.829 0.179 -1.716
9 F 2.526 3.572 -2.066
10 F -2.562 -3.088 -1.381
11 F -0.512 -2.866 -2.081
12 F 3.104 4.353 0.018
13 F 1.702 -0.792 -3.525
14 F 3.021 1.125 -3.743
15 F 3.721 2.375 -0.731
16 F -4.439 0.219 -0.878
17 O -3.518 -0.569 -3.033
18 O -2.464 2.129 -3.078
19 O -1.404 2.497 -0.900
20 O -1.256 -0.531 -4.013
21 N -0.838 -1.351 1.318
22 N -0.863 1.652 1.847
23 N 1.782 -2.050 -0.171
24 N 1.910 0.309 1.947
25 N -1.518 0.018 -1.630
26 C 2.627 -3.699 -2.044
27 C -1.838 -1.717 1.811
28 C 2.140 -2.776 -0.980
29 C 3.788 1.055 3.587
30 C -1.769 -2.702 -2.411
31 C -0.998 1.706 2.989
32 C -1.138 1.794 4.450
33 C -3.125 -2.103 2.496
34 C -3.922 1.389 -0.651
35 C 2.737 0.630 2.653
36 B 2.709 3.238 -0.726
37 B 2.166 0.334 -2.953
38 Be 0.490 0.399 -0.284
39 H -1.920 2.446 4.841
40 H 1.910 -3.784 -2.861
41 H -2.980 -2.953 3.163
42 H 3.352 1.489 4.487
43 H 4.361 0.204 3.953
44 H -3.926 -2.194 1.762
45 H 2.943 -4.671 -1.668
46 H -1.381 0.803 4.833
47 H -0.147 1.839 4.900
48 H 4.369 1.752 2.983
49 H 3.511 -3.343 -2.573
50 H -3.328 -1.279 3.180

Properties
- Kohn-Sham gap: 8.292 eV
- ΔE to the lowest compared entry with this formula, charge and spin: 251.43 kJ/mol
- Net charge: -1
- Energy: -87682.696 eV
- HOMO level: -0.26276 Eh
- E_LUMO: 1.14 eV
- Maximum force: 0.07889 Eh/bohr

Calculated atomic charges, method natural (NBO), unit e:
1. S 2.075
2. S 2.182
3. F -0.315
4. F -0.302
5. F -0.557
6. F -0.313
7. F -0.593
8. F -0.571
9. F -0.557
10. F -0.343
11. F -0.319
12. F -0.576
13. F -0.548
14. F -0.563
15. F -0.561
16. F -0.290
17. O -0.944
18. O -0.846
19. O -0.903
20. O -0.890
21. N -0.377
22. N -0.328
23. N -0.409
24. N -0.386
25. N -1.282
26. C -0.730
27. C 0.345
28. C 0.388
29. C -0.719
30. C 0.773
31. C 0.314
32. C -0.725
33. C -0.708
34. C 0.818
35. C 0.366
36. B 1.335
37. B 1.315
38. Be 1.653
39. H 0.260
40. H 0.274
41. H 0.251
42. H 0.243
43. H 0.249
44. H 0.269
45. H 0.238
46. H 0.245
47. H 0.258
48. H 0.286
49. H 0.271
50. H 0.247

---

Entry 5:
The following is a DFT calculation (ωB97M-V/def2-TZVPD) of an isolated molecule of C2H4N4O2 in a non-equilibrium geometry.

Geometry (Å):
1 O 1.592 0.831 0.007
2 O -2.303 -0.275 -0.024
3 N 2.034 -0.469 0.066
4 N 0.218 0.764 -0.329
5 N -1.266 -1.192 0.032
6 N -0.536 1.887 0.185
7 C 1.137 -1.348 0.042
8 C -0.090 -0.670 -0.070
9 H -1.002 1.566 0.974
10 H -3.031 -0.885 0.054
11 H -1.081 2.433 -0.558
12 H 1.373 -2.382 0.153

Properties
- Kohn-Sham gap: 9.146 eV
- ΔE to the lowest compared entry with this formula, charge and spin: 535.37 kJ/mol
- Energy: -12187.939 eV
- HOMO level: -0.31394 Eh
- E_LUMO: 0.60 eV
- Maximum force: 0.09043 Eh/bohr

Calculated atomic charges, method natural (NBO), unit e:
1. O -0.184
2. O -0.569
3. N -0.045
4. N -0.042
5. N -0.189
6. N -0.641
7. C -0.063
8. C 0.247
9. H 0.368
10. H 0.482
11. H 0.394
12. H 0.241

---

Entry 6:
The following is a DFT calculation (ωB97M-V/def2-TZVPD) of an isolated molecule of C3H2ClFN2 in a non-equilibrium geometry.

Geometry (Å):
1 Cl 2.175 -0.676 -0.224
2 F 0.905 1.496 0.435
3 N -1.466 -0.716 0.504
4 N -1.472 -0.241 -0.870
5 C -0.357 -0.424 1.057
6 C 0.646 0.206 0.068
7 C -0.306 0.257 -1.093
8 H -0.041 -0.667 2.104
9 H -0.084 0.765 -1.981

Properties
- Kohn-Sham gap: 10.158 eV
- ΔE to the lowest compared entry with this formula, charge and spin: 143.13 kJ/mol
- Energy: -21361.227 eV
- HOMO level: -0.40135 Eh
- E_LUMO: -0.76 eV
- Maximum force: 0.03800 Eh/bohr

Calculated atomic charges, method natural (NBO), unit e:
1. Cl 0.005
2. F -0.315
3. N -0.225
4. N -0.205
5. C 0.040
6. C 0.222
7. C 0.042
8. H 0.224
9. H 0.212

---

Question: What is the formula in the fifth record?
Answer: C2H4N4O2

---

Question: Which value of energy does entry 5 give?
Answer: -12187.939 eV

---

Question: Among the records above, which one has the highest maximum force?
Answer: C2H4N4O2

---

Copy entry 4 word for word.
The following is a DFT calculation (ωB97M-V/def2-TZVPD) of C10H12B2BeF14N5O4S2 as an isolated structure in a non-equilibrium geometry.

Geometry (Å):
1 S -2.269 1.647 -1.719
2 S -2.075 -0.752 -2.869
3 F -3.635 1.353 0.630
4 F -4.660 2.441 -0.945
5 F 1.166 1.211 -2.628
6 F -1.994 -3.493 -3.438
7 F 1.617 2.553 -0.154
8 F 2.829 0.179 -1.716
9 F 2.526 3.572 -2.066
10 F -2.562 -3.088 -1.381
11 F -0.512 -2.866 -2.081
12 F 3.104 4.353 0.018
13 F 1.702 -0.792 -3.525
14 F 3.021 1.125 -3.743
15 F 3.721 2.375 -0.731
16 F -4.439 0.219 -0.878
17 O -3.518 -0.569 -3.033
18 O -2.464 2.129 -3.078
19 O -1.404 2.497 -0.900
20 O -1.256 -0.531 -4.013
21 N -0.838 -1.351 1.318
22 N -0.863 1.652 1.847
23 N 1.782 -2.050 -0.171
24 N 1.910 0.309 1.947
25 N -1.518 0.018 -1.630
26 C 2.627 -3.699 -2.044
27 C -1.838 -1.717 1.811
28 C 2.140 -2.776 -0.980
29 C 3.788 1.055 3.587
30 C -1.769 -2.702 -2.411
31 C -0.998 1.706 2.989
32 C -1.138 1.794 4.450
33 C -3.125 -2.103 2.496
34 C -3.922 1.389 -0.651
35 C 2.737 0.630 2.653
36 B 2.709 3.238 -0.726
37 B 2.166 0.334 -2.953
38 Be 0.490 0.399 -0.284
39 H -1.920 2.446 4.841
40 H 1.910 -3.784 -2.861
41 H -2.980 -2.953 3.163
42 H 3.352 1.489 4.487
43 H 4.361 0.204 3.953
44 H -3.926 -2.194 1.762
45 H 2.943 -4.671 -1.668
46 H -1.381 0.803 4.833
47 H -0.147 1.839 4.900
48 H 4.369 1.752 2.983
49 H 3.511 -3.343 -2.573
50 H -3.328 -1.279 3.180

Properties
- Kohn-Sham gap: 8.292 eV
- ΔE to the lowest compared entry with this formula, charge and spin: 251.43 kJ/mol
- Net charge: -1
- Energy: -87682.696 eV
- HOMO level: -0.26276 Eh
- E_LUMO: 1.14 eV
- Maximum force: 0.07889 Eh/bohr

Calculated atomic charges, method natural (NBO), unit e:
1. S 2.075
2. S 2.182
3. F -0.315
4. F -0.302
5. F -0.557
6. F -0.313
7. F -0.593
8. F -0.571
9. F -0.557
10. F -0.343
11. F -0.319
12. F -0.576
13. F -0.548
14. F -0.563
15. F -0.561
16. F -0.290
17. O -0.944
18. O -0.846
19. O -0.903
20. O -0.890
21. N -0.377
22. N -0.328
23. N -0.409
24. N -0.386
25. N -1.282
26. C -0.730
27. C 0.345
28. C 0.388
29. C -0.719
30. C 0.773
31. C 0.314
32. C -0.725
33. C -0.708
34. C 0.818
35. C 0.366
36. B 1.335
37. B 1.315
38. Be 1.653
39. H 0.260
40. H 0.274
41. H 0.251
42. H 0.243
43. H 0.249
44. H 0.269
45. H 0.238
46. H 0.245
47. H 0.258
48. H 0.286
49. H 0.271
50. H 0.247